# 1
{"formula": "C11H13BeBrO3S", "method": "ωB97M-V with the def2-TZVPD basis set", "species": ["C", "C", "C", "H", "C", "C", "H", "H", "H", "H", "Be", "Br", "C", "C", "C", "H", "C", "C", "H", "H", "H", "H", "C", "S", "O", "O", "O", "H", "H", "H"], "coordinates": [[-2.387, 0.108, -1.559], [-1.920, 1.405, -1.319], [-0.537, 1.520, -1.803], [-2.481, 2.174, -0.803], [-0.230, 0.202, -2.379], [-1.342, -0.624, -2.232], [-1.464, -1.641, -2.590], [-3.372, -0.293, -1.334], [-0.054, 2.474, -2.052], [0.683, -0.070, -2.902], [0.745, 1.372, -0.458], [-0.299, 2.140, 1.214], [0.027, -1.387, 1.989], [-0.314, -2.301, 0.949], [-1.713, -2.173, 0.698], [0.384, -2.923, 0.399], [-2.220, -1.139, 1.542], [-1.150, -0.697, 2.380], [-1.192, 0.135, 3.069], [1.022, -1.202, 2.373], [-2.272, -2.692, -0.068], [-3.206, -0.692, 1.496], [3.160, 1.041, 1.315], [2.807, 0.500, -0.432], [2.312, 1.768, -1.147], [3.913, -0.243, -0.940], [1.463, -0.210, -0.327], [4.144, 0.655, 1.630], [2.351, 0.657, 1.941], [3.141, 2.137, 1.351]], "total_charge": -2, "gap_ev": 4.10, "e_homo_ev": 0.72, "energy_ha": -3639.65530}

---

# 2
{"formula": "C43H122N16O13", "method": "ωB97M-V with the def2-TZVPD basis set", "species": ["C", "C", "C", "O", "C", "N", "H", "H", "H", "H", "H", "H", "H", "H", "H", "H", "H", "C", "C", "C", "O", "C", "N", "H", "H", "H", "H", "H", "H", "H", "H", "H", "H", "H", "C", "C", "C", "O", "C", "N", "H", "H", "H", "H", "H", "H", "H", "H", "H", "H", "H", "C", "C", "C", "O", "C", "N", "H", "H", "H", "H", "H", "H", "H", "H", "H", "H", "H", "C", "C", "C", "O", "C", "N", "H", "H", "H", "H", "H", "H", "H", "H", "H", "H", "H", "C", "C", "C", "O", "C", "N", "H", "H", "H", "H", "H", "H", "H", "H", "H", "H", "H", "C", "C", "C", "O", "C", "N", "H", "H", "H", "H", "H", "H", "H", "H", "H", "H", "H", "C", "C", "C", "O", "C", "N", "H", "H", "H", "H", "H", "H", "H", "H", "H", "H", "H", "C", "C", "C", "O", "C", "N", "H", "H", "H", "H", "H", "H", "H", "H", "H", "H", "H", "C", "C", "C", "O", "C", "N", "H", "H", "H", "H", "H", "H", "H", "H", "H", "H", "H", "C", "O", "N", "N", "H", "H", "H", "H", "C", "O", "N", "N", "H", "H", "H", "H", "C", "O", "N", "N", "H", "H", "H", "H"], "coordinates": [[-4.037, -2.107, 0.727], [-3.809, -0.815, 1.492], [-3.192, 0.309, 0.660], [-2.977, 1.478, 1.448], [-2.737, 2.574, 0.566], [-5.090, -0.345, 1.946], [-3.137, -2.486, 0.240], [-4.822, -1.923, -0.009], [-4.410, -2.909, 1.366], [-3.039, -0.954, 2.270], [-3.745, 0.548, -0.255], [-2.226, -0.033, 0.261], [-2.720, 3.554, 1.034], [-3.419, 2.600, -0.290], [-1.789, 2.329, 0.070], [-5.101, 0.492, 2.514], [-5.625, -1.017, 2.485], [-2.519, -2.060, -6.693], [-1.097, -2.186, -6.143], [-1.010, -3.174, -4.990], [-1.459, -2.417, -3.875], [-1.563, -3.216, -2.691], [-0.242, -2.553, -7.285], [-2.583, -1.422, -7.570], [-3.178, -1.644, -5.923], [-2.952, -3.055, -6.810], [-0.721, -1.218, -5.801], [0.024, -3.496, -4.799], [-1.508, -4.145, -5.082], [-0.571, -3.669, -2.600], [-2.312, -4.000, -2.833], [-1.843, -2.587, -1.851], [0.747, -2.656, -7.066], [-0.141, -1.825, -7.988], [-2.241, 3.281, -6.853], [-1.604, 4.086, -5.732], [-0.885, 3.135, -4.762], [-0.398, 3.809, -3.601], [0.283, 3.028, -2.629], [-0.580, 4.997, -6.267], [-2.785, 2.387, -6.539], [-1.487, 2.842, -7.514], [-2.910, 3.936, -7.409], [-2.364, 4.700, -5.251], [-0.044, 2.628, -5.245], [-1.652, 2.416, -4.451], [0.927, 2.312, -3.154], [-0.435, 2.449, -2.043], [0.916, 3.590, -1.947], [-0.201, 5.661, -5.606], [0.230, 4.455, -6.548], [-5.159, 2.554, 4.872], [-3.682, 2.464, 5.160], [-3.361, 2.349, 6.644], [-3.649, 3.545, 7.337], [-3.178, 3.459, 8.657], [-3.168, 1.286, 4.441], [-5.450, 2.360, 3.835], [-5.643, 3.452, 5.254], [-5.697, 1.712, 5.326], [-3.153, 3.343, 4.774], [-2.318, 2.042, 6.792], [-3.977, 1.544, 7.064], [-2.084, 3.460, 8.699], [-3.504, 2.557, 9.192], [-3.583, 4.272, 9.258], [-2.204, 1.118, 4.722], [-3.102, 1.509, 3.448], [-1.656, -1.446, 6.126], [-0.480, -0.642, 6.744], [-0.333, -0.989, 8.219], [-1.496, -0.624, 8.954], [-1.475, -1.014, 10.285], [0.712, -0.864, 5.927], [-1.853, -1.083, 5.120], [-2.520, -1.266, 6.771], [-1.567, -2.534, 6.114], [-0.705, 0.427, 6.705], [0.485, -0.463, 8.726], [-0.177, -2.074, 8.290], [-2.455, -1.012, 10.762], [-0.796, -0.387, 10.880], [-1.124, -2.047, 10.425], [1.406, -0.239, 6.343], [1.080, -1.797, 6.105], [5.278, 2.403, -4.692], [6.424, 2.006, -3.773], [6.576, 0.500, -3.591], [5.380, -0.128, -3.161], [5.163, 0.044, -1.780], [7.680, 2.640, -4.178], [4.277, 2.295, -4.273], [5.334, 1.839, -5.627], [5.332, 3.467, -4.930], [6.274, 2.492, -2.802], [7.457, 0.227, -2.998], [6.827, 0.078, -4.573], [5.943, -0.457, -1.200], [4.236, -0.441, -1.461], [4.990, 1.088, -1.505], [8.428, 2.422, -3.521], [8.066, 2.142, -4.987], [-1.327, -4.132, 3.094], [-0.644, -5.304, 2.339], [0.871, -5.383, 2.520], [1.411, -4.152, 2.077], [2.779, -4.154, 1.812], [-1.196, -6.534, 2.941], [-0.878, -4.059, 4.092], [-2.367, -4.369, 3.307], [-1.204, -3.137, 2.658], [-0.952, -5.321, 1.293], [1.231, -6.202, 1.888], [1.179, -5.593, 3.550], [3.097, -3.106, 1.850], [2.991, -4.390, 0.756], [3.374, -4.782, 2.481], [-0.977, -6.476, 3.927], [-2.173, -6.694, 2.767], [0.232, 0.660, 2.443], [0.566, -0.753, 2.007], [1.275, -0.769, 0.672], [0.315, -0.564, -0.341], [0.889, -0.703, -1.650], [1.407, -1.335, 3.080], [1.088, 1.319, 2.572], [-0.327, 0.671, 3.380], [-0.347, 1.119, 1.636], [-0.295, -1.405, 1.841], [1.670, -1.790, 0.513], [2.244, -0.252, 0.611], [0.968, -1.764, -1.892], [1.911, -0.364, -1.466], [0.439, -0.084, -2.417], [1.209, -0.839, 3.953], [1.124, -2.291, 3.267], [-5.801, 2.848, -2.406], [-5.452, 2.273, -3.784], [-4.507, 1.077, -3.488], [-3.294, 1.555, -2.936], [-2.346, 0.519, -2.770], [-6.659, 1.806, -4.441], [-4.906, 3.331, -2.010], [-6.150, 2.051, -1.748], [-6.559, 3.632, -2.420], [-4.889, 3.031, -4.327], [-4.299, 0.474, -4.386], [-5.000, 0.333, -2.847], [-2.766, -0.469, -2.574], [-1.783, 0.741, -1.857], [-1.562, 0.460, -3.529], [-7.094, 1.026, -3.953], [-6.322, 1.317, -5.275], [2.790, -2.552, -4.446], [3.911, -2.377, -5.470], [3.641, -3.121, -6.775], [4.119, -4.447, -6.664], [3.743, -5.320, -7.696], [4.141, -0.945, -5.671], [2.513, -3.607, -4.323], [1.832, -2.077, -4.676], [3.107, -2.208, -3.459], [4.811, -2.879, -5.110], [4.259, -2.636, -7.546], [2.636, -3.109, -7.210], [3.936, -6.338, -7.373], [4.401, -5.146, -8.564], [2.755, -5.117, -8.122], [3.272, -0.462, -5.450], [4.706, -0.570, -4.900], [4.624, -0.348, 4.958], [3.847, -0.391, 5.903], [4.258, -0.625, 3.660], [5.954, -0.027, 5.077], [3.269, -0.798, 3.466], [4.980, -0.658, 2.970], [6.442, 0.277, 4.260], [6.309, 0.137, 6.000], [0.359, 4.122, 3.402], [1.140, 3.691, 2.558], [-0.955, 3.827, 3.413], [0.765, 5.008, 4.387], [-1.480, 4.180, 4.188], [-1.242, 3.162, 2.713], [0.188, 5.414, 5.096], [1.759, 4.956, 4.539], [4.346, 3.052, 0.947], [5.406, 3.076, 0.323], [3.789, 1.945, 1.496], [3.627, 4.191, 1.180], [2.978, 2.003, 2.087], [4.402, 1.162, 1.624], [3.917, 5.053, 0.762], [2.786, 4.151, 1.742]], "gap_ev": 9.10, "e_homo_ev": -8.85, "energy_ha": -3565.62810}